Below is a structure of composition C39H43N9SV, with properties calculated with the ωB97M-V functional and the def2-TZVPD basis.

The geometry in XYZ format:
```
93
Properties=species:S:1:pos:R:3:mulliken_charge:R:1
C 1.9461 -2.2635 5.1355 -0.690
H -3.5341 1.9436 -3.2231 0.670
C 4.1981 -0.2851 0.5142 -0.677
H 1.1342 1.7483 -3.9971 0.384
C 0.3724 -1.4138 1.7557 0.649
C -0.1642 -2.5587 3.8224 -0.667
N 2.9704 0.0965 1.0049 0.733
C -5.1132 0.4856 2.9244 -0.308
H -5.5738 3.4880 4.4471 0.457
H 2.4775 -2.5681 6.0343 0.404
C 3.4694 0.9462 -5.0955 -1.788
H -3.7537 -4.7547 -1.6966 0.491
H -3.5514 4.0785 3.1182 0.571
H -0.8976 -3.2785 3.4609 0.368
H -1.1654 -0.0345 -4.6399 0.241
C -2.8979 1.3155 -2.6015 -1.532
H -6.5394 1.2357 4.3312 0.465
N -1.4394 3.1027 1.4304 -0.365
H -0.6365 1.5771 -5.1260 0.397
H -3.2398 0.2859 -2.7035 0.396
C 2.2469 3.3850 -0.3732 -0.977
H 3.2637 2.0146 -5.1264 0.426
C 1.1526 -1.0765 -2.0904 0.392
H 3.2433 0.5345 -6.0811 0.343
C 2.1202 -2.8023 2.6550 -0.405
H -1.3003 3.3334 -1.9222 0.226
H -1.6650 3.5424 -3.6345 0.604
H 3.9569 -1.4351 -3.9109 0.580
S 4.7535 1.1180 2.5226 -0.092
C -3.4542 2.1072 2.2517 0.079
H 1.8472 1.4297 -1.0934 -0.022
C 2.7952 -2.9850 -2.0210 -1.555
H 3.2128 3.4299 -0.8557 0.637
C -4.0006 0.8437 2.1817 0.349
H -0.0201 3.1603 -3.1310 0.176
H 0.5717 -1.6227 -1.3592 0.241
C -2.9883 -1.8631 -0.1096 0.127
H -2.1211 -3.7259 -3.3154 0.555
C 3.1391 0.8392 2.0684 -0.538
C -5.6643 1.4656 3.7389 -0.755
C -1.7856 -2.0446 -2.0632 -0.077
N -2.0336 -1.3607 -0.9170 1.003
H 3.0936 -3.6339 -2.8435 0.438
C -5.1124 2.7491 3.8062 -0.682
C -2.2685 2.1518 1.4029 -0.305
H 3.6646 -2.8790 -1.3700 0.268
C -1.0711 2.9676 -2.9237 -1.411
C 1.7662 4.4334 0.4060 -0.876
H 2.3546 5.3284 0.5588 0.497
C 2.8767 -2.3961 3.9152 -0.392
H -2.3474 1.2109 -5.0119 0.529
C -3.5953 -3.0955 -0.3534 -0.752
C 0.5264 4.3021 0.9893 -0.498
C -3.9881 3.0911 3.0667 -0.556
N 0.0741 -0.6798 0.8872 -0.280
H -0.6790 -1.6453 4.1208 0.459
H 2.3212 1.2707 2.6310 0.277
H 6.3212 -0.0007 1.0124 0.483
C -3.2798 -3.8050 -1.4875 -0.566
C 1.4485 0.7912 -3.6135 0.314
H 0.9342 -4.1497 4.7928 0.374
C 2.6448 0.2548 -4.0478 -0.138
H 0.0676 -3.0684 5.8636 0.413
N -0.5466 0.6470 -2.1912 1.994
C -0.2205 3.1428 0.7936 -0.060
C -2.3702 -3.2441 -2.3807 -1.369
N 0.7462 -2.1977 2.6737 0.124
H 0.0926 5.0727 1.6098 0.635
H 1.9672 -3.8795 2.5964 0.491
V -0.8040 0.3760 -0.4004 -0.363
H 2.6173 -2.4716 1.7459 0.123
C -1.3784 1.0308 -4.5498 -1.471
C 2.3350 -1.6496 -2.5378 -0.580
C 0.6827 -3.1018 4.9647 -0.822
H 1.6606 -1.2181 5.2811 0.297
H 2.0081 -3.4890 -1.4608 0.396
C 3.0532 -0.9786 -3.5209 -0.352
N -2.1943 0.8903 0.6738 1.107
C -1.4570 1.4914 -3.0864 0.632
H -3.0391 1.6439 -1.5711 0.226
H 4.5335 0.7987 -4.9196 0.460
H -1.0961 -1.5977 -2.7568 0.402
H 4.2510 -0.9037 -0.3690 0.202
H -5.5339 -0.5085 2.8681 0.561
C 5.2750 0.1702 1.2067 -0.432
H -4.3385 -3.4349 0.3533 0.606
N 0.2435 2.1240 0.0354 2.040
C 0.6694 0.1231 -2.6498 -0.586
H 3.6292 -3.1657 4.0916 0.440
C -3.2441 0.0501 1.2193 -0.183
N -3.5054 -1.1558 0.9538 -0.398
C 1.4711 2.2648 -0.5253 -0.238
H 3.4083 -1.4609 3.7408 0.001
```

Energy above the lowest of the compared OMol25 structures with the same formula, charge and spin = 0.605 eV
Total charge = +3
HOMO level (alpha / beta) = -16.236 / -16.236 eV

---

Below is a structure of composition C39H44Cl2GeIN3O3ReTe at a distorted geometry, with properties calculated with the ωB97M-V functional and the def2-TZVPD basis.

The geometry in XYZ format:
```
95
Properties=species:S:1:pos:R:3:lowdin_spin:R:1
O -1.4751 -1.9223 -1.4912 -0.014
C 1.3005 -4.3056 0.0857 0.004
C -0.5799 -4.5739 -4.6527 0.000
C 1.6881 1.9100 -1.5670 0.069
H 1.8312 -1.7178 -3.6640 0.009
Re 1.7591 -0.0570 -1.0239 1.644
H 2.6013 0.4835 2.8864 0.001
H 0.5941 -5.0637 0.3788 0.000
O 1.8921 0.5083 1.0180 0.040
H -2.3963 4.1984 4.3539 0.000
H 7.5693 -1.7539 0.7670 0.000
C 2.5744 -4.3956 -0.4388 0.000
H 0.9313 -5.1276 -6.0694 0.000
C -4.6367 -3.1962 4.4330 0.000
C 2.8108 0.2971 1.8268 0.024
H 3.9171 -2.7015 -1.0096 0.000
C -1.8691 -1.3200 2.6031 0.000
H 0.1195 -0.8270 1.8744 0.000
H -0.0806 -0.6724 3.5962 0.000
C -3.3409 4.9461 2.5859 0.001
H -3.8580 4.2612 -1.2611 0.000
H 2.4640 -3.2996 -5.4358 0.000
C 2.2717 4.1442 -3.7442 0.014
C 4.5184 -0.4221 0.2041 0.011
C 3.8751 1.3370 -3.8598 0.007
C -3.0707 3.5645 0.6049 0.001
C 0.7519 1.4315 -4.6106 0.004
H -1.9604 -2.8258 4.1205 0.000
H -0.1931 1.9547 -4.4619 0.000
H 0.6943 2.3400 -1.4019 0.015
C -0.9412 -3.6923 -3.6510 0.000
H -5.9140 -0.0292 0.9320 0.000
H -1.8898 -3.7823 -3.1394 0.000
C 0.6479 -4.4340 -5.2887 0.000
C -1.2648 1.9390 3.5596 0.001
H -4.8255 1.3423 1.1605 0.000
C 4.1346 -0.2118 1.5486 0.005
Te -1.6947 0.8611 0.3798 0.025
H 2.5487 4.3755 -4.7729 0.002
C 5.0003 -0.5276 2.5998 0.007
H -3.9327 -3.7682 5.0357 0.000
H -4.5550 0.2245 -0.1700 0.000
C -4.6386 -1.4288 2.6448 0.000
H -4.1200 5.4247 0.6536 0.000
H -2.4521 3.2179 -1.4448 0.000
C 6.2288 -1.0744 2.3034 0.001
C -2.5424 -2.1938 3.4573 0.000
H -0.8572 2.4709 4.4193 0.000
H 1.0226 1.5136 -5.6639 0.001
Ge 2.1599 2.2080 -3.4983 0.042
H 4.1930 1.5558 -4.8797 0.001
C 2.9879 -3.0729 -0.6072 0.008
C -3.9238 -2.2606 3.4994 0.000
Cl 6.2162 -1.2932 -1.6977 0.000
C -3.8769 6.1801 3.2542 0.000
C 6.6041 -1.3156 0.9813 0.004
C 5.7589 -0.9962 -0.0660 0.001
H -0.4365 1.5195 2.9857 0.000
H -4.5183 5.9205 4.0976 0.000
H -1.8646 1.1051 3.9310 0.000
H -5.7223 -1.4665 2.6560 0.000
H 4.7104 -0.3612 3.6297 0.000
H 1.3112 4.6131 -3.5331 0.000
H 0.1709 -2.5807 0.5615 0.001
H -4.0041 2.5144 -1.0334 0.000
C -0.3691 -1.2807 2.7344 0.000
C 1.1558 -2.5200 -3.9321 0.007
O 3.6645 -0.0384 -0.6974 0.094
H 0.0323 -2.2816 2.9093 0.000
H 2.4091 2.4684 -0.9622 0.005
C -2.6066 -0.4973 1.7452 0.003
I 3.6328 -6.0967 -0.9051 0.000
N 0.4117 -0.7547 -1.8039 -0.067
C -4.8748 0.2898 0.8707 0.001
C -2.0827 2.8694 2.7133 0.001
C -2.5962 4.0192 3.3026 0.000
H -3.0656 6.7989 3.6408 0.000
H 3.0214 4.5751 -3.0811 0.000
H -1.2523 -5.3701 -4.9412 0.000
N 2.0364 -2.2287 -0.2068 0.012
H -4.4598 6.7841 2.5607 0.000
C -4.0128 -0.5589 1.7630 0.001
H 0.5950 0.3768 -4.3866 0.001
H -5.2594 -3.9006 3.8794 0.000
Cl 7.3207 -1.4821 3.5774 0.000
C -3.5560 4.7054 1.2367 0.000
C -3.3604 3.3791 -0.8610 0.000
N 1.0147 -3.0025 0.1981 0.001
C -0.4803 -1.7966 -2.1660 0.002
H -5.2923 -2.6467 5.1099 0.000
C -0.0712 -2.6634 -3.2855 0.000
C 1.5131 -3.4087 -4.9322 0.001
H 3.8079 0.2519 -3.7553 0.002
H 4.6481 1.6882 -3.1762 0.000
C -2.3486 2.6302 1.3596 0.005
```

Multiplicity = 3
Total charge = +1
HOMO level (alpha / beta) = -9.662 / -9.669 eV